Entry 1:
Below is one molecule with the formula C29H35F3N2O4, with properties calculated with ωB97M-V/def2-TZVPD.

```
! wB97M-V def2-TZVPD RIJCOSX def2/J DEFGRID3
* xyz 0 1
C -1.248 -2.015 3.211
C -1.325 -2.084 1.690
O -1.688 -0.841 1.103
C -0.643 0.050 0.879
O 0.330 -0.479 0.005
C -0.021 -0.487 -1.325
C 0.856 -1.400 -2.140
O 0.399 -2.386 -2.690
N 2.155 -1.053 -2.206
C 2.686 0.152 -1.595
C 4.199 0.219 -1.831
N 4.911 -0.959 -1.384
C 5.435 -0.901 -0.025
C 4.408 -0.674 1.061
C 4.088 0.619 1.465
C 3.112 0.845 2.418
C 2.435 -0.222 2.984
C 2.752 -1.514 2.602
C 3.737 -1.737 1.655
C 4.213 -2.202 -1.699
C 3.127 -1.981 -2.745
C -1.049 0.180 -1.836
C -1.946 1.048 -1.004
C -3.305 0.418 -0.788
C -4.334 1.183 -0.250
C -5.582 0.637 -0.020
C -5.812 -0.696 -0.331
C -7.172 -1.284 -0.103
F -7.794 -0.762 0.969
F -7.148 -2.613 0.087
F -8.003 -1.074 -1.146
C -4.801 -1.468 -0.886
C -3.557 -0.910 -1.111
C -1.240 1.355 0.336
C -0.130 2.404 0.164
C -0.529 3.810 0.615
C -1.661 4.416 -0.220
O -1.406 4.386 -1.604
H -0.449 -1.351 3.530
H -1.057 -3.007 3.611
H -2.189 -1.646 3.612
H -2.116 -2.774 1.385
H -0.373 -2.428 1.269
H -0.077 0.240 1.808
H 2.201 1.031 -2.036
H 2.481 0.148 -0.520
H 4.604 1.093 -1.320
H 4.391 0.347 -2.902
H 6.172 -0.092 -0.004
H 5.962 -1.843 0.150
H 4.618 1.459 1.037
H 2.883 1.856 2.724
H 1.682 -0.045 3.738
H 2.238 -2.352 3.050
H 3.999 -2.753 1.395
H 3.728 -2.625 -0.809
H 4.949 -2.927 -2.068
H 3.551 -1.600 -3.678
H 2.600 -2.913 -2.958
H -1.261 0.095 -2.889
H -2.099 1.996 -1.531
H -4.165 2.222 -0.011
H -6.374 1.237 0.402
H -4.987 -2.502 -1.132
H -2.772 -1.517 -1.534
H -1.973 1.693 1.072
H 0.169 2.438 -0.886
H 0.748 2.097 0.739
H -0.843 3.792 1.660
H 0.349 4.458 0.541
H -2.581 3.845 -0.083
H -1.847 5.446 0.116
H -0.611 4.899 -1.784
*
```

Summary:
- DFT total energy (eV) = -49964.0642
- LUMO level (eV) = 0.45
- HOMO (eV) = -8.53
- Kohn-Sham gap (eV) = 8.9739
- SMILES string = CCO[C@H]1OC(C(=O)N2CCN(Cc3ccccc3)CC2)=C[C@@H](c2ccc(C(F)(F)F)cc2)[C@@H]1CCCO

=====

Entry 2:
Below is C29H35F3N4O2P2Pb as an isolated structure, with properties calculated with ωB97M-V/def2-TZVPD.

```
! wB97M-V def2-TZVPD RIJCOSX def2/J DEFGRID3
* xyz 0 1
Pb 2.179 0.508 2.196
C -0.474 -6.107 -0.870
C 0.102 -4.909 -1.120
C -0.402 -3.487 -1.491
C -0.675 -2.692 -0.197
C -2.067 -2.868 0.365
C -2.824 -3.980 0.236
C -2.687 -5.239 -0.606
C -1.730 -6.354 -0.101
C 1.526 -0.592 4.060
H 0.076 -7.036 -1.218
H 1.227 -4.834 -1.047
H -1.341 -3.347 -2.094
H 0.485 -2.991 -1.947
H 0.100 -3.031 0.515
H -0.444 -1.617 -0.326
H -2.342 -2.031 1.042
H -3.708 -3.994 0.899
H -2.467 -4.982 -1.663
H -3.688 -5.700 -0.583
H -1.622 -6.279 1.007
H -2.133 -7.357 -0.397
H 2.414 -1.220 4.233
H 0.631 -1.239 4.153
H 1.570 0.192 4.842
P -0.584 2.160 1.213
P 1.904 1.765 -1.242
N -2.349 1.809 1.092
N -0.926 3.727 2.140
N 0.770 1.142 -2.534
N 3.108 2.394 -2.402
C -0.517 2.973 -0.449
C 0.906 3.289 -0.957
C -3.004 1.000 2.034
C -4.382 1.171 1.902
C -4.595 2.134 0.859
C -3.334 2.502 0.380
C -0.185 4.066 3.277
C -0.385 5.412 3.560
C -1.283 5.927 2.576
C -1.626 4.869 1.744
C 0.224 -0.131 -2.318
C -0.847 -0.325 -3.177
C -0.992 0.862 -3.952
C -0.024 1.760 -3.512
C 3.015 2.841 -3.725
C 4.192 3.495 -4.071
C 5.059 3.444 -2.928
C 4.380 2.771 -1.926
H -1.116 3.897 -0.462
H -1.029 2.315 -1.159
H 0.839 3.875 -1.888
H 1.442 3.885 -0.205
H -2.426 0.393 2.714
H -5.141 0.690 2.497
H -5.533 2.545 0.523
H -3.084 3.191 -0.412
H 0.392 3.298 3.786
H 0.083 5.968 4.364
H -1.619 6.951 2.474
H -2.314 4.854 0.911
H 0.738 -0.818 -1.645
H -1.477 -1.215 -3.209
H -1.721 1.030 -4.744
H 0.211 2.741 -3.902
H 2.157 2.610 -4.335
H 4.410 3.971 -5.021
H 6.055 3.872 -2.862
H 4.688 2.486 -0.929
F 3.725 -5.483 2.085
C 3.847 -4.170 2.559
F 3.383 -4.123 3.853
F 5.170 -3.854 2.604
C 2.922 -3.173 1.784
O 1.929 -3.663 1.215
O 3.232 -1.944 1.935
*
```

Summary:
- DFT total energy (eV) = -72668.8132
- LUMO level (eV) = -2.05
- HOMO (eV) = -7.60
- Kohn-Sham gap (eV) = 5.5518

=====

Entry 3:
Below is C29H35F5GeN5O5SSn as an isolated structure, with properties calculated with ωB97M-V/def2-TZVPD.

```
! wB97M-V def2-TZVPD RIJCOSX def2/J DEFGRID3
* xyz -2 2
Sn 0.728 0.069 -0.129
C 1.935 2.217 4.055
C 1.662 2.370 2.555
C 2.992 2.592 1.847
C 0.716 3.543 2.304
O 1.077 1.164 2.062
Ge -0.482 0.442 2.883
O -1.440 1.124 1.441
C -2.860 1.044 1.349
C -3.490 1.817 2.511
C -3.260 1.678 0.026
C -3.303 -0.416 1.380
O -0.040 -1.126 1.893
C -0.082 -2.499 2.314
C -0.002 -2.570 3.840
C 1.095 -3.244 1.711
C -1.383 -3.131 1.832
H 2.462 3.098 4.433
H 1.009 2.106 4.619
H 2.555 1.336 4.231
H 3.503 3.455 2.283
H 3.623 1.708 1.948
H 2.845 2.794 0.790
H 1.181 4.487 2.603
H 0.451 3.599 1.247
H -0.210 3.421 2.868
H -3.101 2.836 2.532
H -4.575 1.866 2.383
H -3.279 1.341 3.472
H -2.933 2.718 -0.017
H -2.802 1.139 -0.802
H -4.346 1.650 -0.098
H -3.044 -0.871 2.341
H -4.386 -0.495 1.252
H -2.813 -0.978 0.584
H 0.919 -2.112 4.207
H -0.847 -2.059 4.303
H -0.020 -3.617 4.155
H 2.033 -2.773 1.996
H 1.096 -4.285 2.047
H 0.999 -3.255 0.624
H -2.242 -2.661 2.312
H -1.486 -3.032 0.750
H -1.394 -4.196 2.085
O 2.854 -0.534 0.729
N 3.474 -1.495 0.186
N 2.889 -1.990 -0.835
O 1.773 -1.490 -1.308
C 3.390 -3.178 -1.447
C 4.580 -3.752 -1.010
C 5.023 -4.911 -1.624
C 4.281 -5.499 -2.642
C 3.081 -4.927 -3.038
C 2.622 -3.758 -2.447
H 5.137 -3.295 -0.207
H 5.949 -5.366 -1.294
H 4.630 -6.411 -3.110
H 2.475 -5.400 -3.799
H 1.655 -3.333 -2.694
F -6.042 -3.916 -4.509
C -4.864 -3.611 -3.927
C -3.717 -4.310 -4.253
F -3.785 -5.302 -5.163
C -2.515 -3.993 -3.651
F -1.447 -4.722 -4.027
C -2.370 -2.966 -2.707
S -0.855 -2.576 -1.976
C -3.563 -2.288 -2.408
F -3.563 -1.305 -1.499
C -4.777 -2.596 -2.991
F -5.889 -1.919 -2.654
N -0.939 1.929 -2.301
C -1.421 2.873 -2.767
C -2.021 4.019 -3.322
C -1.945 4.271 -4.704
N -1.880 4.488 -5.840
C -2.640 4.955 -2.472
N -3.149 5.727 -1.773
C 1.899 1.665 -1.251
H 2.938 1.553 -0.949
H 1.490 2.650 -1.047
H 1.738 1.413 -2.296
*
```

Summary:
- DFT total energy (eV) = -135098.0207
- <S²> = 0.76
- LUMO level (alpha / beta) (eV) = 4.07 / 3.54
- HOMO (alpha / beta) (eV) = -2.21 / -2.27
- Kohn-Sham gap (alpha / beta) (eV) = 6.2779 / 5.8081